1.
ORCA calculation (wB97M-V/def2-TZVPD) on C9H11O3 as an isolated structure in a non-equilibrium geometry.

Atoms and positions in Å:
C: 1.8171 -2.1066 -2.5937
C: -0.4938 0.6449 -1.5032
C: -1.0684 0.1349 -0.3127
C: 0.2697 -0.1479 -2.3120
C: 0.5938 -1.4749 -1.9209
C: -0.5752 -1.0909 0.1628
C: 0.2706 -1.8576 -0.6265
O: -1.9757 0.8146 0.3315
H: -0.6982 1.6870 -1.7129
H: 0.7484 0.1447 -3.2243
H: -0.7491 -1.3252 1.2028
H: -1.9565 1.5636 1.3456
H: 2.0863 -1.5677 -3.5048
H: 1.5666 -3.1156 -2.9376
H: 0.6310 -2.8166 -0.2546
H: 2.6858 -2.1189 -1.9382
C: -0.0466 1.2629 2.8659
C: -0.9183 2.5175 2.7118
O: -0.5442 3.6037 3.1123
O: -2.0989 2.2668 2.2266
H: -0.6125 0.5815 3.4883
H: 0.8024 1.5344 3.4882
H: 0.2656 0.8654 1.9060

Strongest force on any atom: 2.1 eV/Å
M: 167.184 Da
Relative energy (zero: lowest compared OMol25 entry of this formula, charge and spin): 16.31 kcal per mole
Net charge: -1
E: -15655.593 eV

Atom charges from the Mulliken analysis, given in e for atoms 1 to 4: number 1, C, carries -1.31; number 2, C, carries -0.54; number 3, C, carries -0.04; number 4, C, carries -0.46

---

2.
ORCA calculation (wB97M-V/def2-TZVPD) on C33H31BN2O2S5SiW as an isolated structure in a non-equilibrium geometry.

Atoms and positions in Å:
W: -0.2509 0.5747 0.1002
S: 0.5948 2.7781 0.0527
C: 2.2063 2.8483 0.7540
C: 3.0298 3.9458 0.5247
C: 4.2567 4.0283 1.1596
C: 4.6745 3.0255 2.0239
C: 3.8715 1.9178 2.2446
C: 2.6488 1.8330 1.5964
S: 1.5309 0.4791 1.9040
C: 2.4743 -0.9164 1.1927
C: 1.5285 -2.0085 0.8180
C: 1.8999 -3.3356 0.9771
C: 1.0485 -4.3314 0.5327
C: -0.1121 -3.9589 -0.1258
C: -0.4008 -2.6100 -0.2984
C: -1.5369 -2.2071 -1.1840
S: -2.6930 -1.0509 -0.3625
C: -2.4458 0.5758 -1.2137
C: -3.5197 0.7024 -2.2271
C: -3.3749 1.0059 -3.5247
C: -2.2523 1.5206 -4.3495
C: -0.0587 1.5076 -4.0333
C: -0.2258 0.4046 -3.0105
S: 1.0916 -0.1647 -1.9257
N: 0.3704 -1.6514 0.2424
H: 2.7027 4.7232 -0.1469
H: 4.8861 4.8852 0.9880
H: 5.6201 3.1105 2.5348
H: 4.1886 1.1393 2.9187
H: 3.2133 -1.2478 1.9223
H: 2.9761 -0.5376 0.2962
H: 2.8514 -3.5727 1.4246
H: 1.3057 -5.3715 0.6582
H: -0.7820 -4.7057 -0.5207
H: -2.1352 -3.0779 -1.4556
H: -1.1718 -1.7453 -2.1093
H: -4.4998 0.3970 -1.8845
H: -4.2871 0.9286 -4.1032
H: -2.7121 1.9799 -5.2244
H: 0.9107 1.8397 -4.3743
C: -6.1574 2.5934 3.7321
Si: -4.8032 2.8137 2.4277
C: -3.6019 4.2564 2.7388
C: -5.5698 2.8288 0.6887
C: -3.5506 1.3500 2.6153
C: -3.4498 0.5776 3.7737
C: -2.4133 -0.3274 3.9303
C: -1.4592 -0.4449 2.9316
N: -1.5331 0.2753 1.8134
C: -2.5652 1.1190 1.6757
S: -2.4470 1.9813 0.1227
H: -6.8021 3.4670 3.7231
H: -5.7739 2.4960 4.7432
H: -6.7871 1.7315 3.5266
H: -4.1077 5.2100 2.6376
H: -2.7734 4.2481 2.0329
H: -3.1809 4.2186 3.7398
H: -6.3752 3.5579 0.6705
H: -6.0050 1.8695 0.4210
H: -4.8685 3.1139 -0.0901
H: -4.1937 0.6905 4.5434
H: -2.3393 -0.9247 4.8234
H: -0.6213 -1.1238 3.0278
O: -1.3211 2.5078 -2.3069
B: -1.1182 1.1721 -1.9176
O: -0.8005 -0.4857 -3.9948
C: -1.0226 0.6502 -4.8496
C: -0.8463 0.8610 -6.3027
C: -0.7719 2.1422 -6.7121
C: -0.8532 3.4019 -5.9561
C: -1.0411 3.6466 -4.6458
C: -1.1842 2.4879 -3.7228
H: -0.7551 0.0371 -6.9887
H: -0.6349 2.2964 -7.7737
H: -0.7529 4.2707 -6.5896
H: -1.0812 4.6492 -4.2552

Strongest force on any atom: 1.9 eV/Å
M: 870.696 Da
Relative energy (zero: lowest compared OMol25 entry of this formula, charge and spin): 211.20 kcal per mole
Net charge: +2
E: -106339.444 eV

Atom charges from the Mulliken analysis, given in e for atoms 1 to 4: number 1, W, carries 0.01; number 2, S, carries -0.24; number 3, C, carries 0.87; number 4, C, carries -0.74

---

3.
ORCA calculation (wB97M-V/def2-TZVPD) on C18H22AsBrNO2PtS2 as an isolated structure.

Atoms and positions in Å:
Pt: -1.0981 1.0114 0.1708
S: -1.9228 1.6163 -1.8399
C: -1.0241 3.0493 -2.2949
C: -1.4002 3.8123 -3.4006
C: -0.6602 4.9202 -3.7808
C: 0.4739 5.2771 -3.0574
C: 0.8551 4.5244 -1.9584
C: 0.1099 3.4131 -1.5642
S: 0.5916 2.4686 -0.1678
H: -2.2841 3.5248 -3.9588
H: -0.9691 5.5076 -4.6373
H: 1.0556 6.1446 -3.3452
H: 1.7375 4.7939 -1.3886
Br: -4.8876 0.7762 -0.2970
C: -3.8446 -0.6507 0.3563
C: -4.4340 -1.9031 0.4289
C: -3.7318 -2.9265 1.0388
C: -2.5064 -2.6482 1.6170
C: -1.9899 -1.3744 1.4899
N: -2.6212 -0.3988 0.8076
C: -0.7007 -0.9832 2.2072
O: -0.2534 -1.7775 3.0261
O: -0.2439 0.1631 1.9063
H: -5.4246 -2.0500 0.0263
H: -4.1620 -3.9183 1.0959
H: -1.9318 -3.3729 2.1745
C: 3.2113 -2.8393 1.7451
C: 3.5439 -2.1528 0.4237
As: 2.4529 -0.5114 0.1517
C: 2.9947 0.4408 1.7902
C: 4.4902 0.6238 2.0089
C: 3.6517 0.3785 -1.1419
C: 3.2586 0.0233 -2.5720
H: 3.6698 -3.8298 1.8125
H: 2.1329 -2.9557 1.8765
H: 3.5682 -2.2541 2.5944
H: 3.3060 -2.8152 -0.4126
H: 4.6113 -1.9238 0.3562
H: 2.5318 -0.1071 2.6127
H: 2.4836 1.4036 1.7495
H: 5.0200 -0.3322 2.0155
H: 4.6915 1.1138 2.9659
H: 4.9362 1.2407 1.2267
H: 4.6910 0.1088 -0.9382
H: 3.5407 1.4523 -0.9783
H: 3.3523 -1.0507 -2.7553
H: 3.8848 0.5388 -3.3050
H: 2.2198 0.3001 -2.7615

Strongest force on any atom: 0.5 eV/Å
M: 698.417 Da
Relative energy (zero: lowest compared OMol25 entry of this formula, charge and spin): 0.00 kcal per mole
Net charge: -1
E: -180410.639 eV

Atom charges from the Mulliken analysis, given in e for atoms 1 to 4: number 1, Pt, carries 0.73; number 2, S, carries -0.57; number 3, C, carries 0.46; number 4, C, carries -0.55

---

4.
ORCA calculation (wB97M-V/def2-TZVPD) on a 2-piece molecular cluster, C5H13N2S overall in a non-equilibrium geometry.

Atoms and positions in Å:
C: 1.1184 0.0400 -1.4721
C: 0.8203 -0.8568 1.1699
C: -2.4626 -0.1530 0.2964
C: -2.2190 -1.3740 -0.3160
C: -1.7802 2.0250 0.2906
N: 3.1230 0.1506 0.1578
N: -1.5182 0.8442 0.0000
S: 1.4397 0.5065 0.2367
H: 1.8103 0.7142 -2.0172
H: 0.1592 0.3677 -1.8050
H: 1.2078 -1.7645 0.7790
H: -0.2348 -0.9772 1.2219
H: -3.3077 0.2294 0.8932
H: -1.3039 -1.5884 -1.0533
H: -2.7670 -2.2631 -0.0981
H: 1.2810 -1.0172 -1.6436
H: -2.7879 2.2792 0.7013
H: 3.7390 0.6611 0.8881
H: -0.9881 2.7656 0.2916
H: 3.4436 0.1922 -0.7241
H: 1.2269 -0.7814 2.2030

Strongest force on any atom: 6.0 eV/Å
M: 133.240 Da
Relative energy (zero: lowest compared OMol25 entry of this formula, charge and spin): 70.41 kcal per mole
Net charge: +1
E: -19201.817 eV

Atom charges from the Mulliken analysis, given in e for atoms 1 to 4: number 1, C, carries -1.02; number 2, C, carries -0.72; number 3, C, carries -0.05; number 4, C, carries -0.64

---

5.
ORCA calculation (wB97M-V/def2-TZVPD) on a 4-piece molecular cluster, C8H12N4 overall in a non-equilibrium geometry.

Atoms and positions in Å:
C: -2.6431 4.1144 -2.2485
C: -1.3073 4.1251 -2.8525
N: -0.2693 4.1066 -3.3377
H: -3.3165 3.5374 -2.8748
H: -2.9793 5.1323 -2.0718
H: -2.5408 3.6340 -1.2735
C: 1.9915 -3.5933 0.0043
C: 2.1067 -4.6753 0.9823
N: 2.2010 -5.5267 1.7439
H: 1.7514 -3.9601 -0.9948
H: 2.9458 -3.0759 -0.0435
H: 1.1230 -2.9893 0.2697
C: -0.8900 -0.0398 -1.3566
C: -0.9877 -0.8530 -0.1519
N: -1.0503 -1.5002 0.7951
H: -1.5122 0.8477 -1.3613
H: -1.0496 -0.6889 -2.2195
H: 0.1325 0.3067 -1.5331
C: 0.7532 -0.0358 2.8061
C: 1.5653 0.6678 3.7791
N: 2.2297 1.2233 4.5329
H: 0.7831 0.5377 1.8755
H: -0.2613 -0.3258 3.0501
H: 1.2241 -0.9688 2.4806

Strongest force on any atom: 1.6 eV/Å
M: 164.212 Da
Relative energy (zero: lowest compared OMol25 entry of this formula, charge and spin): 51.17 kcal per mole
Structure (SMILES): CC#N.CC#N.CC#N.CC#N
E: -14449.333 eV

Atom charges from the Mulliken analysis, given in e for atoms 1 to 4: number 1, C, carries -0.74; number 2, C, carries 0.31; number 3, N, carries -0.37; number 4, H, carries 0.26

---

6.
ORCA calculation (wB97M-V/def2-TZVPD) on one molecule with the formula C2H4Si in a non-equilibrium geometry.

Atoms and positions in Å:
C: -1.3228 -0.4692 -0.1160
C: 1.1601 -0.7488 0.2316
Si: -0.0109 0.7881 -0.0747
H: -1.1046 -1.4021 0.3827
H: 1.5302 -1.4152 -0.5082
H: -0.0195 1.7544 -1.2489
H: -0.2324 1.4928 1.3334

Strongest force on any atom: 3.4 eV/Å
M: 56.140 Da
Relative energy (zero: lowest compared OMol25 entry of this formula, charge and spin): 146.65 kcal per mole
E: -10007.506 eV

Atom charges from the Mulliken analysis, given in e for atoms 1 to 4: number 1, C, carries -0.37; number 2, C, carries -0.51; number 3, Si, carries 0.39; number 4, H, carries 0.26

---

What did the fourth record say?
ORCA calculation (wB97M-V/def2-TZVPD) on a 2-piece molecular cluster, C5H13N2S overall in a non-equilibrium geometry.

Atoms and positions in Å:
C: 1.1184 0.0400 -1.4721
C: 0.8203 -0.8568 1.1699
C: -2.4626 -0.1530 0.2964
C: -2.2190 -1.3740 -0.3160
C: -1.7802 2.0250 0.2906
N: 3.1230 0.1506 0.1578
N: -1.5182 0.8442 0.0000
S: 1.4397 0.5065 0.2367
H: 1.8103 0.7142 -2.0172
H: 0.1592 0.3677 -1.8050
H: 1.2078 -1.7645 0.7790
H: -0.2348 -0.9772 1.2219
H: -3.3077 0.2294 0.8932
H: -1.3039 -1.5884 -1.0533
H: -2.7670 -2.2631 -0.0981
H: 1.2810 -1.0172 -1.6436
H: -2.7879 2.2792 0.7013
H: 3.7390 0.6611 0.8881
H: -0.9881 2.7656 0.2916
H: 3.4436 0.1922 -0.7241
H: 1.2269 -0.7814 2.2030

Strongest force on any atom: 6.0 eV/Å
M: 133.240 Da
Relative energy (zero: lowest compared OMol25 entry of this formula, charge and spin): 70.41 kcal per mole
Net charge: +1
E: -19201.817 eV

Atom charges from the Mulliken analysis, given in e for atoms 1 to 4: number 1, C, carries -1.02; number 2, C, carries -0.72; number 3, C, carries -0.05; number 4, C, carries -0.64

---

- Among the records above, which one has the highest strongest force on any atom?
  C5H13N2S